1.
ORCA calculation (ωB97M-V/def2-TZVPD) on one molecule with the formula C5H14N2 at a distorted geometry.

Last column: natural (NBO) charge in e.
Element x y z (Å)
1 C 0.47687 -1.43394 2.50583  -0.607
2 C -0.47541 -1.50096 1.28507  -0.210
3 N -0.04129 -0.48746 0.28139  -0.476
4 C 1.09921 -1.00620 -0.45177  -0.427
5 C -0.93677 0.42931 -0.63513  -0.212
6 C 0.11188 1.35437 -1.25039  -0.232
7 N -0.43611 2.66913 -1.64822  -0.849
8 H 0.30071 -0.52422 3.07854  0.210
9 H 0.23375 -2.26020 3.17868  0.205
10 H 1.51485 -1.39735 2.16320  0.202
11 H -1.47658 -1.35724 1.68679  0.203
12 H -0.48388 -2.53588 0.74074  0.158
13 H 1.90990 -0.31986 -0.69658  0.194
14 H 0.76814 -1.52112 -1.33533  0.165
15 H 1.57411 -1.67396 0.27940  0.202
16 H -1.41497 -0.33830 -1.29186  0.167
17 H -1.72627 0.98384 -0.15985  0.210
18 H 0.77316 1.65801 -0.47209  0.204
19 H 0.59808 0.76262 -2.01562  0.172
20 H 0.44942 3.13243 -1.76821  0.356
21 H -1.06797 2.80173 -2.42515  0.364

Forces on atoms 1 to 2 (eV/Å):
-0.62 -0.15 -0.57
0.26 -0.38 -1.31

The gap between HOMO and LUMO is 8.917 eV. The LUMO energy is 0.037 Eh. The calculation puts the HOMO energy at -7.9 eV. As for the SMILES: CCN(C)CCN. For the energy above the lowest of the compared OMol25 structures with the same formula, charge and spin, the calculation gives 2.2973 eV. Its maximum force is 3.73 eV/Å.

2.
ORCA calculation (ωB97M-V/def2-TZVPD) on C5H14N2 as an isolated structure at a distorted geometry.

Last column: natural (NBO) charge in e.
Element x y z (Å)
1 C -3.89099 0.90084 0.16426  -0.861
2 N -0.46200 0.50378 -0.32436  -0.745
3 C 0.10306 -2.30666 -0.28792  -0.603
4 C 1.22609 -1.31902 0.02070  -0.506
5 C 0.73228 0.11397 0.09941  0.368
6 C 1.72331 1.17256 0.58730  -0.310
7 N 2.98244 1.09466 -0.16304  -0.827
8 H -4.39691 0.04758 -0.28795  0.205
9 H -2.81813 0.74881 0.05596  0.244
10 H -4.18604 1.77087 -0.42269  0.206
11 H -4.14742 1.03131 1.21117  0.204
12 H -0.66725 -2.23165 0.47948  0.214
13 H 0.48708 -3.32469 -0.33240  0.207
14 H -0.40405 -2.07773 -1.22307  0.221
15 H 1.67064 -1.56892 0.98928  0.226
16 H 2.02146 -1.37547 -0.72265  0.244
17 H 0.34537 0.55821 -1.11965  0.389
18 H 1.23050 2.13814 0.49068  0.200
19 H 1.94178 0.95528 1.63277  0.213
20 H 3.65679 1.71260 0.24033  0.362
21 H 2.85200 1.45552 -1.08761  0.349

Forces on atoms 1 to 2 (eV/Å):
0.15 -0.05 -0.52
1.29 -0.68 0.16

The gap between HOMO and LUMO is 8.730 eV. The LUMO energy is 0.028 Eh. The calculation puts the HOMO energy at -8.0 eV. For the energy above the lowest of the compared OMol25 structures with the same formula, charge and spin, the calculation gives 3.8158 eV. Its maximum force is 1.47 eV/Å.

3.
ORCA calculation (ωB97M-V/def2-TZVPD) on a 2-piece molecular cluster, C5H14N2 overall at a distorted geometry.

Last column: natural (NBO) charge in e.
Element x y z (Å)
1 C -0.20663 1.05830 -0.34420  -0.609
2 C 0.09597 -0.51452 -0.30996  -0.260
3 N 1.50973 -0.85266 0.19859  -0.237
4 C 3.89518 -0.60390 0.49194  -0.607
5 C 2.67762 -0.31086 -0.52841  -0.293
6 C -4.37327 0.33508 0.65752  -0.471
7 N -3.17777 0.00851 -0.09562  -0.613
8 H 0.45069 1.40438 -1.20467  0.191
9 H -1.22384 1.15886 -0.49157  0.249
10 H 0.16264 1.72234 0.48689  0.211
11 H 0.16044 -0.78674 -1.30897  0.200
12 H -0.63575 -1.04337 0.24119  0.210
13 H 3.68327 -1.60219 0.82718  0.218
14 H 4.90493 -0.41760 0.23912  0.206
15 H 2.60555 0.73909 -0.70677  0.195
16 H 3.58212 -0.03972 1.29309  0.206
17 H 2.81060 -0.81371 -1.45560  0.206
18 H -4.61057 1.49139 0.79346  0.202
19 H -3.66439 0.00246 1.37965  0.292
20 H -3.33282 -0.76463 -0.65193  0.315
21 H -5.31370 -0.17051 0.48906  0.188

Forces on atoms 1 to 2 (eV/Å):
4.27 -0.03 -0.45
3.95 1.84 2.31

The gap between HOMO and LUMO is 3.040 eV. The LUMO energy is -0.113 Eh. The calculation puts the HOMO energy at -6.1 eV. For the energy above the lowest of the compared OMol25 structures with the same formula, charge and spin, the calculation gives 9.8219 eV. Its maximum force is 4.93 eV/Å.

4.
ORCA calculation (ωB97M-V/def2-TZVPD) on one molecule with the formula C5H14N2 at a distorted geometry.

Last column: natural (NBO) charge in e.
Element x y z (Å)
1 C -0.64454 -1.55730 1.94341  -0.607
2 C -0.63506 -0.16642 1.29232  -0.417
3 C -0.27732 -0.21043 -0.20685  -0.047
4 C -0.93694 0.84862 -1.05383  -0.223
5 N -1.05011 0.40868 -2.44935  -0.847
6 N 1.19016 -0.26018 -0.42822  -0.643
7 C 1.95851 0.96435 -0.12215  -0.428
8 H -1.23681 -1.54196 2.84618  0.217
9 H -0.97120 -2.27117 1.19744  0.202
10 H 0.39380 -1.85004 2.11785  0.198
11 H 0.11183 0.45283 1.73997  0.199
12 H -1.57839 0.35110 1.45276  0.199
13 H -0.58120 -1.17670 -0.61886  0.186
14 H -0.43783 1.81265 -1.09291  0.190
15 H -1.95114 0.95105 -0.66700  0.182
16 H -0.57441 0.98282 -3.12922  0.357
17 H -0.71740 -0.52685 -2.63060  0.358
18 H 1.56711 -1.06035 0.05755  0.354
19 H 2.50255 1.27207 -1.02032  0.192
20 H 1.25659 1.77781 0.04716  0.186
21 H 2.61179 0.79943 0.72467  0.191

Forces on atoms 1 to 2 (eV/Å):
0.89 0.73 -0.88
-0.36 -0.13 -0.62

The gap between HOMO and LUMO is 9.676 eV. The LUMO energy is 0.041 Eh. The calculation puts the HOMO energy at -8.6 eV. As for the SMILES: CC[C@@H](CN)NC. For the energy above the lowest of the compared OMol25 structures with the same formula, charge and spin, the calculation gives 1.1322 eV. Its maximum force is 1.45 eV/Å.

5.
ORCA calculation (ωB97M-V/def2-TZVPD) on C5H14N2 as an isolated structure at a distorted geometry.

Last column: natural (NBO) charge in e.
Element x y z (Å)
1 N -0.71138 -2.10264 1.16077  -0.850
2 C -1.50686 -1.27626 0.27144  -0.144
3 C -2.29219 -2.19812 -0.65512  -0.615
4 C -0.47741 -0.45160 -0.58072  0.105
5 N 0.82891 -0.34093 -0.43561  -0.617
6 C 2.31505 1.93569 0.49116  -0.605
7 C 1.58618 2.71865 -0.61280  -0.611
8 H -1.06892 -2.15547 2.10396  0.366
9 H 0.24668 -1.76210 1.19272  0.375
10 H -2.23068 -0.65161 0.79687  0.199
11 H -2.99490 -1.74143 -1.37002  0.211
12 H -1.63047 -2.90063 -1.17819  0.224
13 H -3.02631 -2.76167 -0.06391  0.222
14 H 0.26112 -0.00680 0.49812  0.376
15 H -0.98492 -0.02782 -1.47296  0.150
16 H 3.06449 2.60244 1.01817  0.197
17 H 2.68383 0.98574 0.08495  0.230
18 H 1.64129 1.53119 1.24740  0.180
19 H 2.31248 2.93642 -1.36796  0.204
20 H 1.16028 3.65324 -0.21281  0.194
21 H 0.82371 2.01371 -0.91543  0.209

Forces on atoms 1 to 2 (eV/Å):
0.10 0.06 0.62
1.07 -0.15 -0.18

The gap between HOMO and LUMO is 10.019 eV. The LUMO energy is 0.028 Eh. The calculation puts the HOMO energy at -9.3 eV. For the energy above the lowest of the compared OMol25 structures with the same formula, charge and spin, the calculation gives 3.9662 eV. Its maximum force is 4.48 eV/Å.

6.
ORCA calculation (ωB97M-V/def2-TZVPD) on one molecule with the formula C5H14N2 at a distorted geometry.

Last column: natural (NBO) charge in e.
Element x y z (Å)
1 C -2.20081 -0.10779 0.04624  -0.636
2 C -1.06780 0.81299 -0.48693  -0.068
3 N -0.82809 0.42545 -1.92189  -0.857
4 C 0.29342 0.84090 0.17763  -0.210
5 N 1.15776 -0.29169 0.25879  -0.451
6 C 0.58519 -1.61599 0.60566  -0.395
7 C 2.26973 0.00867 1.16452  -0.439
8 H -2.44274 0.18094 1.15155  0.216
9 H -3.23423 -0.05457 -0.51883  0.216
10 H -1.94034 -1.19284 -0.05069  0.208
11 H -1.54050 1.76709 -0.42035  0.189
12 H -1.48545 -0.30570 -2.18687  0.356
13 H -0.94559 1.27536 -2.55007  0.363
14 H 0.86727 1.60123 -0.42657  0.202
15 H 0.10954 1.32341 1.12640  0.158
16 H 0.04060 -1.97672 -0.24910  0.200
17 H -0.24732 -1.36764 1.47896  0.146
18 H 1.33472 -2.28304 0.96235  0.208
19 H 2.52637 1.05980 1.38428  0.206
20 H 2.11846 -0.44862 2.19385  0.181
21 H 3.25319 -0.14767 0.70406  0.204

Forces on atoms 1 to 2 (eV/Å):
-1.43 -0.47 1.13
-0.83 -2.41 -1.94

The gap between HOMO and LUMO is 9.094 eV. The LUMO energy is 0.037 Eh. The calculation puts the HOMO energy at -8.1 eV. As for the SMILES: C[C@H](N)CN(C)C. For the energy above the lowest of the compared OMol25 structures with the same formula, charge and spin, the calculation gives 2.4157 eV. Its maximum force is 4.53 eV/Å.